(1)
Below is 16 unconnected molecules or ions with the total composition H32O16, with properties calculated with ωB97M-V/def2-TZVPD.

Properties
E_tot in eV: -33279.65307
E_HOMO in eV: -10.76
Kohn-Sham gap in eV: 10.740
F_max in eV Å⁻¹: 1.653
M in g/mol: 288.24

```
! wB97M-V def2-TZVPD RIJCOSX def2/J DEFGRID3
* xyz 0 1
O 1.4585 -4.6713 2.3204
H 1.4460 -3.9928 1.6208
H 1.9843 -5.2830 1.7814
O -3.2335 -0.2212 -4.1328
H -2.9936 -0.3337 -3.2026
H -3.6687 -1.0454 -4.3696
O 4.2011 -1.7199 -2.1663
H 4.6676 -2.4058 -1.6801
H 4.1906 -2.0077 -3.0843
O 0.8541 0.9094 -0.1127
H 0.5401 1.7062 -0.5395
H 0.6890 0.8425 0.8276
O -0.9007 -2.9655 2.0169
H -1.8635 -2.9754 2.0044
H -0.7133 -3.8710 2.2958
O -1.8903 1.7897 0.9455
H -1.7548 2.7395 0.8733
H -2.1591 1.4987 0.0645
O 1.3767 -2.3955 0.3121
H 1.6623 -1.8172 1.0298
H 0.4630 -2.5412 0.5966
O -0.6187 3.6979 -2.8402
H -0.0531 4.1159 -3.4950
H -1.0881 4.3975 -2.3753
O -2.7462 -0.5263 -1.2931
H -3.2364 -0.8379 -0.5304
H -1.8410 -0.8096 -1.4288
O -2.7524 2.1168 -1.9158
H -1.8762 2.1635 -2.3237
H -2.9697 1.1680 -2.0292
O 2.3847 4.1229 2.8938
H 2.5776 3.9626 3.8241
H 2.4230 3.2429 2.5013
O 1.0921 -3.0593 -2.2558
H 2.0294 -2.8775 -2.1120
H 0.7475 -2.1704 -2.1220
O 2.2442 1.8098 -3.2929
H 2.5421 1.2660 -2.5533
H 1.3962 2.1453 -2.9833
O -3.6770 -1.0794 1.7560
H -3.7192 -0.1348 1.9760
H -4.6123 -1.2447 1.9207
O -0.2398 5.1131 2.4494
H 0.6933 4.8590 2.3991
H -0.4761 5.3746 3.3387
O 2.4619 -2.4659 4.6995
H 3.2270 -2.7202 4.1736
H 1.7314 -2.8691 4.2170
*
```

(2)
Below is 2 unconnected molecules or ions with the total composition CH4F3N2, with properties calculated with ωB97M-V/def2-TZVPD.

Properties
E_tot in eV: -12220.80438
E_HOMO in eV: -16.82
Kohn-Sham gap in eV: 10.372
F_max in eV Å⁻¹: 4.697
M in g/mol: 101.05

```
! wB97M-V def2-TZVPD RIJCOSX def2/J DEFGRID3
* xyz 1 1
C -0.1316 -1.4802 0.3533
N 0.3718 -0.3399 0.1072
N 1.6806 -0.0277 -0.3258
F 2.4001 0.7608 0.6411
F 2.4115 -1.1660 -0.5134
F 0.4888 2.3275 -0.3395
H 0.4086 -2.5463 0.3019
H -1.1711 -1.6897 0.2665
H 0.8985 3.1348 -0.0019
H -0.3262 0.5111 0.1019
*
```

(3)
Below is a single C2H3N3S3 molecule, with properties calculated with ωB97M-V/def2-TZVPD.

Properties
E_tot in eV: -39094.06594
E_HOMO (spin up / spin down) in eV: -8.15 / -8.15
Kohn-Sham gap (spin up / spin down) in eV: 6.290 / 6.295
F_max in eV Å⁻¹: 3.970
M in g/mol: 165.27

```
! wB97M-V def2-TZVPD RIJCOSX def2/J DEFGRID3
* xyz 0 1
C -2.4970 -0.1993 0.1584
C 0.0364 -1.1032 -0.4717
N -2.3050 -1.4319 -0.7058
N -1.1029 -1.7254 -0.8601
N -1.5636 0.0874 0.9158
S -3.8855 0.4421 -0.5428
S 0.7213 0.3851 -1.0035
S 1.1773 -2.1836 0.2965
H -1.6032 0.7689 1.5594
H -0.4110 1.0169 -0.9558
H 2.4418 -1.6526 0.0425
*
```

(4)
Below is 14 unconnected molecules or ions with the total composition H28O14, with properties calculated with ωB97M-V/def2-TZVPD.

Properties
E_tot in eV: -29119.83017
E_HOMO in eV: -10.51
Kohn-Sham gap in eV: 10.430
F_max in eV Å⁻¹: 3.299
M in g/mol: 252.21

```
! wB97M-V def2-TZVPD RIJCOSX def2/J DEFGRID3
* xyz 0 1
O -1.8997 -1.5041 2.0519
H -2.6077 -2.0521 1.6509
H -2.3407 -0.6851 2.1169
O -2.0597 -1.8411 -1.5581
H -1.2947 -1.9041 -1.0031
H -2.4707 -2.7231 -1.4691
O -1.5907 -0.3111 -3.5731
H -1.3357 -0.7201 -4.4371
H -1.4997 -0.9761 -2.8481
O -2.7837 1.5529 -0.9171
H -2.6677 2.4579 -1.1711
H -1.8997 1.2319 -0.8641
O 2.6483 -0.9811 0.3969
H 2.4803 -0.7071 -0.4671
H 2.6323 -1.9021 0.2769
O 0.1133 3.7839 -0.0691
H -0.0007 2.8879 -0.3631
H -0.2687 4.3359 -0.7521
O 1.0743 0.1859 -2.4911
H 0.1673 0.1639 -2.7921
H 1.5423 0.4789 -3.2651
O -0.6967 3.0999 2.8289
H -1.5977 3.2319 3.0829
H -0.6037 3.0559 1.9179
O 0.2443 0.3969 2.6269
H -0.1857 0.1039 3.4289
H 0.3473 1.3499 2.6939
O 1.8803 -1.7401 3.1029
H 2.5843 -1.7461 2.4759
H 1.2823 -1.0921 2.8009
O 0.5313 -2.6641 -2.7521
H 1.0613 -1.9561 -2.4431
H 0.6503 -2.5151 -3.6721
O -0.3947 0.6929 -0.0811
H 0.0213 0.0859 -0.6441
H -0.2197 0.5269 0.8099
O 2.6083 1.6849 1.5449
H 3.4333 2.1699 1.3719
H 2.6743 0.9179 0.9979
O -0.0397 -2.1271 0.1369
H -0.3177 -1.7361 1.0079
H 0.7993 -2.5101 0.3119
*
```

(5)
Below is a molecular structure, C44H111F6N9O13Sr, with properties calculated with ωB97M-V/def2-TZVPD.

Properties
E_tot in eV: -104580.90692
E_HOMO in eV: -6.65
Kohn-Sham gap in eV: 2.943
F_max in eV Å⁻¹: 4.465
M in g/mol: 1176.03

```
! wB97M-V def2-TZVPD RIJCOSX def2/J DEFGRID3
* xyz 0 1
Sr 1.4374 -5.8384 -2.1747
C 0.4409 -1.1189 1.1338
O -0.5271 -0.8340 0.1056
O 0.9514 -2.3639 0.6987
C 1.5355 0.0790 1.1922
F 1.3031 0.9979 2.1004
F 2.7691 -0.2897 1.4228
F 1.6268 0.7985 -0.0051
C -1.6742 -0.0883 0.5618
C -2.5380 -0.0424 -0.7412
H -2.8459 -1.0283 -1.0894
H -3.5245 0.4095 -0.6372
H -2.0244 0.4988 -1.5358
H -1.4814 0.8869 1.0089
H -2.2581 -0.7666 1.1839
H -0.0014 -1.0957 2.1297
C 1.5467 -1.3630 -6.3814
O 0.4675 -1.3898 -7.2857
O 1.7693 -2.7323 -6.0690
C 2.7157 -0.4552 -6.9411
F 2.7375 -0.3643 -8.2534
F 2.6503 0.8154 -6.4922
F 3.9453 -0.7859 -6.5504
C -0.3871 -0.2466 -7.2601
C -1.4113 -0.4997 -8.2989
H -0.9910 -0.6479 -9.2937
H -2.1124 -1.2910 -8.0339
H -2.0885 0.3322 -8.4923
H 0.1387 0.6406 -7.6130
H -0.9210 -0.1042 -6.3206
H 1.2760 -0.8003 -5.4880
C -3.3424 8.5012 -1.3216
C -3.5425 7.0208 -1.1292
C -2.5063 6.3953 -0.2255
O -1.1949 6.6464 -0.7847
C -0.1654 6.0552 -0.0359
N -4.8219 6.9399 -0.5127
H -2.3037 8.7734 -1.5088
H -3.6110 9.0636 -0.4273
H -3.9013 8.8860 -2.1746
H -3.4857 6.5794 -2.1243
H -2.7472 5.3446 -0.0646
H -2.5692 6.9053 0.7358
H 0.7705 6.5795 -0.2290
H -0.0523 5.0139 -0.3378
H -0.3668 6.0907 1.0347
H -4.8777 6.0372 -0.0632
H -4.7963 7.5886 0.2611
C -7.2538 3.4032 5.3049
C -6.0143 3.7102 4.4128
C -4.6891 3.0689 4.9424
O -4.5898 3.3678 6.3461
C -3.4218 2.8958 6.9153
N -6.3678 3.1582 3.0893
H -7.5789 2.3696 5.4239
H -8.1236 4.0086 5.0500
H -6.9872 3.7829 6.2912
H -5.8422 4.7794 4.2889
H -3.7938 3.3935 4.4121
H -4.8127 1.9892 4.8589
H -2.5282 3.3368 6.4736
H -3.2815 1.8176 6.8390
H -3.4310 3.0601 7.9928
H -6.4729 2.1607 3.2078
H -7.3493 3.3212 2.9151
C 9.6865 -2.1244 10.2948
C 10.0930 -0.6654 10.1823
C 9.0508 0.2741 9.5153
O 8.6402 -0.2855 8.2701
C 7.7054 0.5190 7.5804
N 10.3592 -0.2033 11.5547
H 8.6908 -2.2631 10.7159
H 10.4213 -2.7960 10.7389
H 9.5598 -2.4562 9.2643
H 11.0112 -0.5500 9.6064
H 9.4830 1.2664 9.3859
H 8.1687 0.4757 10.1230
H 6.7960 0.6861 8.1576
H 7.2781 0.0318 6.7039
H 8.2238 1.4369 7.3031
H 11.2045 0.3470 11.5025
H 10.6163 -1.0409 12.0571
C 6.6061 -4.1137 -1.9634
C 6.7327 -5.4885 -2.5679
C 8.1343 -6.1235 -2.5029
O 8.0812 -7.4820 -2.9019
C 9.3159 -8.1546 -2.9824
N 5.9258 -6.3733 -1.7875
H 6.8559 -4.2248 -0.9082
H 5.6294 -3.6389 -2.0566
H 7.4032 -3.4840 -2.3586
H 6.3607 -5.4804 -3.5925
H 8.5092 -6.0603 -1.4814
H 8.8009 -5.5967 -3.1856
H 9.2571 -9.2423 -3.0200
H 9.8289 -7.9712 -2.0383
H 9.9238 -7.8310 -3.8274
H 6.1099 -6.2615 -0.8007
H 6.5027 -7.1917 -1.9200
C -4.9306 -5.7893 -2.8318
C -3.6272 -5.7407 -2.0961
C -3.2590 -7.0080 -1.3542
O -2.2385 -6.6458 -0.4097
C -2.7724 -6.2078 0.8991
N -2.6094 -5.4777 -3.1261
H -5.0654 -6.7018 -3.4126
H -5.0500 -5.0180 -3.5927
H -5.7666 -5.7932 -2.1323
H -3.7445 -4.9499 -1.3552
H -2.9836 -7.7777 -2.0751
H -4.0893 -7.4174 -0.7789
H -1.9042 -5.8559 1.4562
H -3.1820 -7.0675 1.4294
H -3.5331 -5.4322 0.8100
H -2.9591 -6.0630 -3.8713
H -2.5731 -4.5562 -3.5380
C -8.6991 6.5791 -8.2936
C -9.1741 6.6887 -6.8444
C -8.3626 5.9201 -5.7633
O -8.0197 4.6035 -6.1383
C -7.1450 3.9497 -5.2321
N -9.2583 8.0795 -6.3971
H -7.6439 6.8506 -8.3253
H -9.3228 7.2153 -8.9216
H -8.9258 5.5445 -8.5512
H -10.1913 6.3031 -6.7752
H -8.7495 6.1074 -4.7616
H -7.4271 6.4795 -5.7694
H -6.8100 2.9965 -5.6412
H -7.5973 3.8233 -4.2484
H -6.2474 4.5100 -4.9703
H -9.8217 8.6951 -6.9660
H -8.2866 8.3521 -6.4372
C 7.3646 4.4200 -6.2926
C 7.2816 4.8246 -4.8361
C 8.3757 4.0993 -4.0646
O 8.0750 4.1762 -2.6371
C 7.1225 3.2649 -2.1671
N 7.4559 6.2777 -4.7607
H 6.6074 4.9215 -6.8952
H 7.1897 3.3530 -6.4306
H 8.3215 4.6791 -6.7456
H 6.3115 4.5569 -4.4174
H 9.3189 4.6270 -4.2063
H 8.4727 3.0287 -4.2449
H 7.4946 2.2417 -2.1143
H 6.1916 3.2710 -2.7341
H 6.9410 3.5759 -1.1383
H 7.6786 6.5046 -3.8020
H 6.5837 6.7782 -4.8550
C -10.3548 -0.3585 -0.1002
C -9.1608 -1.2222 -0.2826
C -8.8428 -2.0644 0.9960
O -8.3278 -1.2664 2.0538
C -7.9197 -2.0055 3.2607
N -9.3257 -2.1253 -1.4026
H -10.4677 0.1489 0.8579
H -11.2074 -1.0340 -0.0303
H -10.4757 0.3741 -0.8982
H -8.2190 -0.7478 -0.5583
H -8.1587 -2.8660 0.7177
H -9.7311 -2.5477 1.4027
H -6.9917 -2.5473 3.0782
H -8.6978 -2.5268 3.8182
H -7.5711 -1.1966 3.9027
H -10.2890 -2.4125 -1.3045
H -9.2755 -1.6688 -2.3022
C 5.3497 -6.9647 5.5583
C 4.7905 -5.6063 4.9690
C 4.9374 -4.4347 5.9468
O 4.1417 -4.6724 7.0998
C 2.7721 -4.2353 6.9935
N 5.4186 -5.4162 3.6465
H 5.1477 -7.7583 4.8389
H 4.8296 -7.3256 6.4456
H 6.4247 -6.9436 5.7376
H 3.7383 -5.7417 4.7184
H 4.7037 -3.4834 5.4686
H 5.9863 -4.4023 6.2414
H 2.2175 -4.6199 7.8495
H 2.2670 -4.6335 6.1135
H 2.7023 -3.1477 6.9768
H 6.3578 -5.0584 3.7469
H 4.9760 -4.5774 3.2993
*
```

(6)
Below is a single C17H33N3O3S molecule, with properties calculated with ωB97M-V/def2-TZVPD.

Properties
E_tot in eV: -39613.30342
E_HOMO in eV: -7.65
Kohn-Sham gap in eV: 8.122
Structure (SMILES): CCCS(=O)(=O)N1CCC[C@H](C(=O)NCCN2CCCC[C@H]2C)C1
F_max in eV Å⁻¹: 1.069
M in g/mol: 359.54

```
! wB97M-V def2-TZVPD RIJCOSX def2/J DEFGRID3
* xyz 0 1
C -4.5453 -2.5133 0.7726
H -5.1776 -2.7095 -0.0909
C -3.1824 -3.1713 0.5967
C -2.4331 -2.6396 -0.6094
H -1.6180 -3.2946 -0.9074
H -3.0810 -2.4561 -1.4614
S -1.5989 -1.0686 -0.2318
O -0.6869 -0.8096 -1.3107
O -1.0501 -1.1515 1.0984
N -2.8153 0.0537 -0.2016
C -3.2541 0.5620 -1.4834
C -2.6777 1.9454 -1.7733
C -3.0385 2.9033 -0.6420
H -4.1250 2.9946 -0.5660
H -2.6167 3.8898 -0.8359
C -2.4629 2.3746 0.6788
C -0.9419 2.6077 0.6494
O -0.5136 3.7009 0.3276
N -0.1507 1.6030 1.0559
H -0.5113 0.6701 1.1863
C 1.2906 1.6959 0.9586
H 1.7130 1.0609 1.7367
H 1.5655 2.7346 1.1525
C 1.8026 1.2526 -0.4396
N 3.0168 0.4792 -0.4678
C 4.1333 1.0602 0.2445
C 5.4421 0.4454 -0.2466
C 5.3938 -1.0683 -0.0798
C 4.1807 -1.6083 -0.8291
H 4.1144 -2.6921 -0.7186
H 4.2973 -1.3812 -1.8904
C 2.8772 -0.9609 -0.3397
C 2.4766 -1.4801 1.0524
H 3.1120 -1.0694 1.8330
H 2.5692 -2.5638 1.0758
H 1.4406 -1.2298 1.2662
H 2.0767 -1.2506 -1.0322
H 5.3239 -1.3221 0.9795
H 6.3069 -1.5219 -0.4719
H 6.2797 0.8704 0.3100
H 5.5713 0.6863 -1.3030
H 4.1303 2.1344 0.0416
H 4.0666 0.9305 1.3387
H 1.9606 2.1497 -1.0488
H 1.0241 0.6554 -0.9194
C -2.9835 0.9522 0.9214
H -4.0618 1.0253 1.1230
H -2.5108 0.4823 1.7842
H -2.8310 3.0031 1.4991
H -3.0707 2.3099 -2.7232
H -1.5922 1.8666 -1.8553
H -4.3508 0.6035 -1.4777
H -2.9272 -0.1514 -2.2404
H -3.3135 -4.2510 0.4928
H -2.5656 -2.9897 1.4786
H -5.0411 -2.9087 1.6555
H -4.4365 -1.4400 0.8871
*
```

(7)
Below is 2 unconnected molecules or ions with the total composition C12H17N, with properties calculated with ωB97M-V/def2-TZVPD.

Properties
E_tot in eV: -14208.03677
E_HOMO in eV: -7.98
Kohn-Sham gap in eV: 8.836
Structure (SMILES): Cc1c[nH]c2ccccc12.CCC
F_max in eV Å⁻¹: 6.067
M in g/mol: 175.28

```
! wB97M-V def2-TZVPD RIJCOSX def2/J DEFGRID3
* xyz 0 1
C -2.0409 -0.4889 -0.2139
C -0.3938 -0.4612 -2.2127
C -1.4149 0.1201 -1.3485
C 0.0175 0.5676 -3.1144
C -1.5449 1.4089 -1.8063
C 0.1039 -1.7390 -2.2356
C 1.2639 -1.8457 -3.0089
C 1.8244 -0.7915 -3.7619
C 1.1969 0.4611 -3.8978
N -0.8152 1.6619 -3.0093
H -0.1267 -2.5191 -1.5958
H 1.8846 -2.7016 -2.8524
H 2.7409 -0.9501 -4.3463
H -1.3828 -0.5696 0.6736
H -2.4245 -1.4052 -0.1944
H -2.1702 2.2443 -1.5451
H -0.4507 2.4902 -3.2713
H 1.5208 1.2774 -4.4034
H -2.9062 0.1076 0.2076
C 0.3507 -0.3002 3.9660
C 1.7071 0.2004 3.3794
C -0.7553 0.7103 4.1436
H 0.0147 -1.1110 3.2736
H 0.6094 -0.5918 5.0221
H 1.4654 0.4020 2.3895
H -0.3715 1.7042 4.4664
H -1.2140 1.0532 3.1673
H 2.6074 -0.4385 3.4731
H 2.0455 1.1207 3.7815
H -1.3415 0.3832 4.8740
*
```

(8)
Below is 2 unconnected molecules or ions with the total composition C3H3IO2, with properties calculated with ωB97M-V/def2-TZVPD.

Properties
E_tot in eV: -15347.08869
E_HOMO (spin up / spin down) in eV: -9.27 / -9.26
Kohn-Sham gap (spin up / spin down) in eV: 8.774 / 8.771
F_max in eV Å⁻¹: 6.929
M in g/mol: 197.96

```
! wB97M-V def2-TZVPD RIJCOSX def2/J DEFGRID3
* xyz 0 1
C 0.1938 -0.9322 0.8945
C 0.6473 0.0033 0.2388
C -1.8899 1.1083 -0.4892
O -0.5676 2.6760 0.1149
O -1.4888 1.8659 0.4209
I -3.2764 -0.2681 0.0762
H -0.0576 -1.5739 1.5969
H -1.5607 1.1927 -1.4243
H 0.8481 0.7455 -0.5837
*
```

(9)
Below is a molecular structure, C14H48CsN12O14S, with properties calculated with ωB97M-V/def2-TZVPD.

Properties
E_tot in eV: -73232.82991
E_HOMO in eV: -7.24
Kohn-Sham gap in eV: 8.432
F_max in eV Å⁻¹: 9.540
M in g/mol: 773.58

```
! wB97M-V def2-TZVPD RIJCOSX def2/J DEFGRID3
* xyz -1 1
Cs 0.5691 -2.3052 -2.8619
S -0.0740 0.1441 -0.2593
O -0.5229 0.9081 -1.4021
O -1.1133 -0.8227 -0.0734
O 1.2276 -0.4586 -0.6267
O 0.1504 1.0242 0.8589
C 1.0553 4.1342 -0.0047
O 1.3796 5.2805 -0.2269
N 0.2067 3.7533 0.9513
N 1.5247 3.0890 -0.6210
H 0.1014 2.7557 1.0693
H -0.2918 4.4977 1.4176
H 0.9833 2.2574 -0.4329
H 2.2393 3.1691 -1.3303
C -1.0607 -4.9884 0.3365
O -0.6753 -6.1168 0.0516
N -1.5579 -4.2307 -0.6157
N -1.2799 -4.6402 1.5245
H -1.6696 -4.6922 -1.5071
H -2.2153 -3.4817 -0.4517
H -0.9416 -5.1830 2.3061
H -1.4883 -3.6519 1.5312
C -3.0876 1.7434 -3.8389
O -3.8178 1.4216 -4.7479
N -2.6212 0.8678 -2.9718
N -2.5556 2.9152 -3.7695
H -2.7630 -0.1059 -3.1999
H -1.7932 0.9765 -2.4038
H -2.8211 3.5738 -4.4878
H -1.9887 3.2075 -2.9865
C -3.2403 2.4565 0.8856
O -4.2736 3.0432 1.1270
N -2.4744 1.8940 1.7558
N -2.8580 2.2009 -0.3302
H -2.6928 2.1332 2.7124
H -1.6335 1.4658 1.3957
H -1.9079 1.8885 -0.4713
H -3.4444 2.4910 -1.0997
C 1.8181 1.9204 3.5520
O 2.3192 2.4076 4.5846
N 2.3603 1.5185 2.4787
N 0.5448 1.7456 3.3747
H 1.8757 0.9561 1.7939
H 3.3700 1.5369 2.4964
H 0.3749 1.7216 2.3794
H 0.0117 2.2056 4.0987
C 3.1265 -3.1485 1.7286
O 3.7852 -4.0113 2.0783
N 2.1301 -3.2478 0.9176
N 3.3935 -1.9476 2.1094
H 1.6696 -2.4099 0.5924
H 1.8800 -4.1477 0.5333
H 2.9022 -1.1537 1.7242
H 3.9290 -1.9160 2.9651
C -4.6359 -2.2358 0.0805
C -4.1648 -1.4808 -1.1386
O -2.8904 -1.8989 -1.5522
H -5.5257 -1.6769 0.3702
H -4.0769 -2.0761 1.0025
H -4.8818 -3.2946 -0.0005
H -3.9767 -0.4523 -0.8307
H -4.7796 -1.5545 -2.0356
H -2.1888 -1.4418 -1.0827
C -1.4317 -1.8839 4.7474
C -0.6940 -1.5369 3.4293
O -1.4994 -2.0212 2.3345
H -0.9864 -1.4374 5.6365
H -1.4919 -2.9651 4.8710
H -2.5153 -1.7841 4.8104
H 0.3244 -1.9256 3.4258
H -0.5259 -0.4710 3.2757
H -1.3748 -1.4523 1.5713
C 5.7260 0.8576 -0.1213
C 4.5353 0.8870 -0.9915
O 3.8281 -0.3768 -1.2286
H 5.6872 0.4782 0.8998
H 6.2740 1.7994 -0.1501
H 6.3673 0.0273 -0.4171
H 4.8867 1.4737 -1.8403
H 3.8016 1.5601 -0.5480
H 2.8970 -0.2822 -1.0145
C 2.3846 1.0837 -5.0047
C 1.4244 1.3984 -3.8201
O 0.3226 0.5320 -3.7670
H 3.2767 1.7093 -4.9753
H 1.9471 1.0973 -6.0029
H 2.8623 0.1264 -4.7962
H 1.0320 2.4145 -3.8589
H 2.0743 1.3412 -2.9469
H -0.0763 0.8173 -2.9417
*
```